[1]
{
  "formula": "C19H24NO5",
  "method": "ωB97M-V/def2-TZVPD",
  "smiles": "COc1ccc(C[NH2+]CCc2ccc3c(c2)OCO3)c(OC)c1OC",
  "multiplicity": 1,
  "total_charge": 1,
  "elements": ["C", "O", "C", "C", "C", "C", "C", "N", "C", "C", "C", "C", "C", "C", "C", "C", "O", "C", "O", "C", "O", "C", "C", "O", "C", "H", "H", "H", "H", "H", "H", "H", "H", "H", "H", "H", "H", "H", "H", "H", "H", "H", "H", "H", "H", "H", "H", "H", "H"],
  "xyz": [[-0.792, -3.626, -2.029], [-0.459, -2.301, -2.382], [0.317, -1.564, -1.556], [0.814, -2.029, -0.344], [1.557, -1.209, 0.483], [1.854, 0.082, 0.096], [2.658, 1.021, 0.949], [1.828, 2.228, 1.279], [1.504, 2.480, 2.705], [0.011, 2.818, 2.820], [-0.766, 1.702, 2.171], [-1.152, 1.799, 0.839], [-1.748, 0.730, 0.163], [-1.919, -0.433, 0.868], [-1.542, -0.534, 2.215], [-0.958, 0.512, 2.881], [-1.822, -1.781, 2.671], [-2.450, -2.459, 1.603], [-2.434, -1.625, 0.460], [1.380, 0.567, -1.134], [1.699, 1.884, -1.377], [1.857, 2.346, -2.712], [0.592, -0.237, -1.964], [0.077, 0.349, -3.079], [-0.167, -0.407, -4.255], [-1.381, -4.005, -2.862], [-1.398, -3.651, -1.120], [0.100, -4.246, -1.906], [0.604, -3.037, -0.028], [1.918, -1.588, 1.425], [3.551, 1.348, 0.412], [2.966, 0.527, 1.869], [2.233, 3.054, 0.836], [0.909, 2.061, 0.807], [2.129, 3.280, 3.101], [1.701, 1.569, 3.272], [-0.249, 2.910, 3.873], [-0.199, 3.771, 2.334], [-1.058, 2.740, 0.314], [-2.055, 0.816, -0.864], [-0.675, 0.420, 3.916], [-1.906, -3.391, 1.393], [-3.490, -2.698, 1.874], [0.894, 2.525, -3.188], [2.406, 3.283, -2.626], [2.436, 1.642, -3.310], [0.648, -1.103, -4.459], [-0.225, 0.329, -5.057], [-1.108, -0.953, -4.192]]
}

=====

[2]
{
  "formula": "C5H22N3O3",
  "method": "ωB97M-V/def2-TZVPD",
  "multiplicity": 1,
  "total_charge": 1,
  "elements": ["N", "C", "C", "C", "N", "C", "N", "C", "H", "H", "H", "H", "H", "H", "H", "H", "H", "H", "H", "H", "H", "H", "H", "H", "H", "H", "O", "H", "H", "O", "H", "H", "O"],
  "xyz": [[-0.087, 0.839, -0.814], [-0.260, -0.619, -0.129], [0.876, -1.524, -0.464], [1.077, -2.854, 0.349], [1.191, -2.587, 1.760], [-0.811, -0.378, 1.322], [-2.271, -0.229, 1.101], [-2.829, 1.107, 1.419], [-0.758, 1.494, -0.443], [0.874, 0.964, -0.473], [-0.299, 0.751, -1.830], [-1.160, -1.070, -0.573], [0.831, -1.839, -1.503], [1.863, -0.964, -0.391], [0.246, -3.592, 0.209], [1.914, -3.422, -0.091], [1.544, -3.399, 2.273], [1.930, -1.983, 2.123], [-0.336, 0.532, 1.733], [-0.575, -1.242, 1.962], [-2.805, -1.005, 1.492], [-2.874, 1.264, 2.493], [-2.141, 1.873, 0.962], [-3.858, 1.163, 1.011], [0.814, 3.718, -2.328], [-0.698, 3.572, -2.571], [0.107, 3.064, -2.403], [0.575, -0.778, -3.818], [0.287, 0.625, -3.763], [0.309, -0.132, -3.144], [2.550, 2.997, 1.607], [2.466, 1.462, 1.773], [2.310, 2.188, 1.149]]
}

=====

[3]
{
  "formula": "C6H14NO",
  "method": "ωB97M-V/def2-TZVPD",
  "multiplicity": 1,
  "total_charge": -1,
  "elements": ["C", "C", "C", "C", "H", "H", "H", "H", "H", "H", "H", "H", "C", "N", "C", "O", "H", "H", "H", "H", "H", "H"],
  "xyz": [[1.514, -1.187, -0.328], [2.078, -0.075, -0.775], [1.359, 0.980, -1.565], [2.282, -2.226, 0.441], [0.439, -1.332, -0.470], [3.138, 0.092, -0.568], [1.529, 1.967, -1.121], [1.749, 1.020, -2.587], [0.287, 0.764, -1.545], [3.319, -1.906, 0.591], [2.316, -3.167, -0.117], [1.825, -2.417, 1.413], [-1.802, 1.536, 1.505], [-2.731, 0.477, 1.122], [-2.560, 0.139, -0.327], [-1.345, -0.279, -0.672], [-0.752, 1.235, 1.402], [-2.002, 1.867, 2.528], [-1.954, 2.387, 0.834], [-2.434, -0.362, 1.615], [-2.877, 1.081, -0.851], [-3.380, -0.595, -0.526]]
}

=====

[4]
{
  "formula": "C36H39CsF3IN8OP",
  "method": "ωB97M-V/def2-TZVPD",
  "multiplicity": 1,
  "total_charge": -1,
  "elements": ["Cs", "C", "N", "C", "C", "N", "C", "P", "C", "N", "C", "C", "N", "C", "C", "N", "C", "C", "N", "C", "H", "H", "H", "H", "H", "H", "H", "H", "H", "H", "H", "H", "H", "H", "H", "I", "C", "C", "N", "N", "C", "H", "H", "H", "C", "C", "C", "C", "C", "C", "C", "C", "C", "C", "C", "C", "O", "H", "H", "H", "H", "H", "H", "H", "H", "H", "H", "H", "H", "H", "H", "H", "H", "H", "F", "C", "F", "F", "C", "C", "C", "C", "C", "C", "C", "C", "H", "H", "H", "H"],
  "xyz": [[0.515, -0.295, -0.104], [3.405, 2.252, 5.365], [2.611, 1.477, 4.456], [1.702, 0.517, 4.783], [1.187, 0.060, 3.601], [1.753, 0.717, 2.567], [2.604, 1.566, 3.089], [3.741, 2.709, 2.238], [4.570, 1.571, 1.098], [4.017, 0.760, 0.229], [5.028, 0.116, -0.385], [6.230, 0.541, 0.110], [5.940, 1.475, 1.062], [6.876, 2.213, 1.858], [2.581, 3.511, 1.086], [1.769, 2.954, 0.223], [1.162, 3.962, -0.434], [1.614, 5.166, 0.031], [2.525, 4.878, 1.002], [3.270, 5.820, 1.786], [3.156, 1.979, 6.389], [3.211, 3.319, 5.226], [4.468, 2.067, 5.196], [1.502, 0.242, 5.801], [0.449, -0.702, 3.444], [4.827, -0.621, -1.135], [7.239, 0.265, -0.126], [7.891, 1.925, 1.588], [6.721, 2.009, 2.920], [6.756, 3.286, 1.690], [0.435, 3.766, -1.196], [1.369, 6.174, -0.243], [2.992, 6.834, 1.500], [4.342, 5.686, 1.623], [3.062, 5.683, 2.849], [0.146, 0.480, -7.182], [1.554, 0.390, -5.646], [2.830, -0.115, -5.748], [3.385, 0.057, -4.532], [2.548, 0.624, -3.670], [1.426, 0.834, -4.321], [3.352, -0.553, -6.575], [4.302, -0.223, -4.221], [0.577, 1.278, -3.840], [-3.236, 1.756, 1.872], [-3.692, 0.296, 1.905], [-2.586, -0.616, 2.440], [-4.133, -0.160, 0.529], [-5.431, -0.598, 0.365], [-5.910, -1.028, -0.862], [-5.049, -0.993, -1.946], [-3.746, -0.553, -1.839], [-2.903, -0.482, -3.096], [-2.540, 0.975, -3.392], [-1.653, -1.359, -3.009], [-3.215, -0.127, -0.575], [-2.003, 0.259, -0.441], [-2.903, 2.084, 2.858], [-4.059, 2.396, 1.553], [-2.421, 1.864, 1.163], [-4.555, 0.222, 2.586], [-1.728, -0.561, 1.776], [-2.937, -1.647, 2.471], [-2.283, -0.315, 3.446], [-6.097, -0.616, 1.223], [-6.929, -1.378, -0.975], [-5.412, -1.317, -2.915], [-3.507, -0.853, -3.938], [-1.986, 1.383, -2.550], [-3.449, 1.561, -3.520], [-1.951, 1.054, -4.307], [-1.027, -1.044, -2.178], [-1.075, -1.295, -3.934], [-1.942, -2.397, -2.848], [-5.570, -6.178, 0.588], [-4.728, -6.433, -0.446], [-5.451, -6.135, -1.556], [-4.603, -7.780, -0.467], [-3.438, -5.705, -0.359], [-3.450, -4.310, -0.255], [-2.267, -3.617, -0.193], [-1.024, -4.281, -0.242], [-1.042, -5.687, -0.336], [-2.222, -6.387, -0.394], [0.196, -3.581, -0.220], [1.314, -3.064, -0.246], [-4.393, -3.781, -0.229], [-2.292, -2.540, -0.120], [-0.098, -6.215, -0.368], [-2.217, -7.468, -0.469]]
}

=====

Table of HOMO-LUMO gap (eV), in record order: 8.669 9.238 6.752 5.103
Table of E_tot (a.u.), in record order: -1169.08395 -593.41767 -366.97217 -2867.28358